*A*
Formula: C5H14N2
Source: the Open Molecules 2025 dataset
Level of theory: wB97M-V/def2-TZVPD

Atoms and positions in Å:
H -0.984 2.568 1.636
H 1.397 0.587 -1.287
H -2.246 0.487 0.238
N -0.477 -0.002 -0.503
H 2.555 -1.387 -0.894
H -0.972 -0.059 -1.373
H -1.701 0.343 2.649
C 1.477 -1.504 -0.792
H -0.029 0.334 2.353
N 0.865 -2.131 -1.964
C 0.962 -0.094 -0.542
C -0.970 -0.006 1.917
C -1.222 0.653 0.567
H 0.533 -1.434 -2.621
H -1.511 2.789 -0.088
H 0.088 2.367 0.320
H 1.534 -2.662 -2.510
H 1.300 0.207 0.451
H -0.968 -1.065 1.755
H 1.326 -2.157 0.070
C -0.956 2.166 0.619

Values from the calculation:
SMILES string	CC(C)NCCN
highest occupied orbital energy	-8.1	eV
lowest unoccupied orbital energy	1.12	eV
2S+1	1
charge	0

---

*B*
Formula: C5H14N2
Source: the Open Molecules 2025 dataset
Level of theory: wB97M-V/def2-TZVPD

Atoms and positions in Å:
H -0.948 -2.083 1.569
N -1.498 2.314 -1.916
H 1.444 -0.861 -1.796
H -2.229 2.631 -1.266
H 1.190 0.129 2.325
C 0.547 -1.796 -0.082
H -0.497 1.840 0.138
H -0.965 -0.057 -1.943
H 1.628 0.181 -0.356
H -0.928 2.957 -2.349
H 1.402 -2.511 0.236
H -0.211 -0.226 2.974
H 1.184 -1.575 2.900
H 0.487 2.342 -1.165
N -0.300 0.368 -1.231
C 0.620 -0.783 2.451
C -0.410 1.784 -0.934
H -1.010 -0.465 0.797
H -0.162 -2.462 -0.670
C 0.862 -0.472 -0.905
C -0.206 -1.257 1.223

Values from the calculation:
SMILES string	CCCCNCN
highest occupied orbital energy	-8.0	eV
lowest unoccupied orbital energy	1.03	eV
2S+1	1
charge	0

---

*C*
Formula: C5H14N2
Source: the Open Molecules 2025 dataset
Level of theory: wB97M-V/def2-TZVPD

Atoms and positions in Å:
H 0.161 2.048 1.355
H 0.275 0.417 -0.332
H 1.448 -2.740 -1.243
C -1.729 0.659 -1.065
H 2.671 -0.648 -0.413
H -1.574 2.326 1.107
H 0.098 -0.819 2.691
C 1.375 -0.946 1.207
H -1.486 1.348 -1.881
C -0.635 2.069 0.612
N -0.739 0.741 0.006
H -0.401 2.832 -0.136
H -0.082 -2.000 -0.801
H -0.658 -0.218 0.871
H 2.152 -0.567 1.878
H -1.748 -0.352 -1.465
H 0.878 -1.334 -2.135
C 0.933 -1.780 -1.137
N 0.138 -1.087 1.714
C 1.642 -0.872 -0.152
H -2.718 0.922 -0.683

Values from the calculation:
highest occupied orbital energy	-6.9	eV
lowest unoccupied orbital energy	0.81	eV
2S+1	1
charge	0

---

It is *A* that is the most stable of them.

---

*A*
Formula: C5H14N2
Source: the Open Molecules 2025 dataset
Level of theory: wB97M-V/def2-TZVPD

Atoms and positions in Å:
H -2.284 0.732 0.232
N -0.011 -0.431 0.124
H 1.863 0.120 2.238
H 2.199 -1.389 1.390
H -2.684 -1.436 -1.712
H -0.369 -0.251 -1.891
H -3.082 0.798 -1.224
H 1.834 0.246 -0.788
H -0.074 -1.033 0.931
N -2.819 0.203 -0.448
C -2.121 -1.017 -0.879
H 1.997 2.204 0.803
H -0.256 -1.940 -1.349
H -2.361 -1.710 -0.064
H 3.180 0.114 1.076
C 1.304 0.199 0.167
H 0.782 2.309 -0.441
H 0.260 1.774 1.176
C 2.197 -0.305 1.287
C -0.623 -0.939 -1.079
C 1.069 1.753 0.453

Values from the calculation:
SMILES string	CC(C)NCCN
highest occupied orbital energy	-8.4	eV
lowest unoccupied orbital energy	1.11	eV
2S+1	1
charge	0

---

*B*
Formula: C5H14N2
Source: the Open Molecules 2025 dataset
Level of theory: wB97M-V/def2-TZVPD

Atoms and positions in Å:
H 2.186 1.609 1.687
H -0.698 -1.254 1.602
H 0.250 -1.223 -0.507
H -0.549 -0.176 -1.755
H 2.139 2.804 0.265
H 2.397 -0.109 -0.211
C 1.844 0.740 -0.437
H 2.032 1.213 -1.390
N -2.027 -1.928 -1.070
H 3.708 1.806 0.487
H -2.339 0.180 -0.550
C -1.571 -0.807 1.287
C 2.531 1.828 0.585
N 0.362 0.766 -0.096
H -2.969 -2.362 -0.928
H -1.200 -2.618 -0.983
H -2.555 -1.341 1.641
H -1.712 0.228 1.771
H 0.091 1.700 -0.374
C -0.266 -0.386 -0.747
C -1.653 -0.670 -0.278

Values from the calculation:
SMILES string	CCNC[C@H](C)N
highest occupied orbital energy	-8.8	eV
lowest unoccupied orbital energy	1.11	eV
2S+1	1
charge	0

---

It is *A* that is the most stable of them.

---

*A*
Formula: C4H5NO2S
Source: the Open Molecules 2025 dataset
Level of theory: wB97M-V/def2-TZVPD

Atoms and positions in Å:
H 0.388 -2.343 0.622
C 0.028 1.825 0.149
C -1.247 1.535 -0.043
H 1.811 -1.719 -0.252
N 0.183 -0.451 -0.232
O 2.135 0.645 0.213
C 0.939 0.653 0.062
C 0.723 -1.788 -0.259
H 0.443 2.790 0.387
S -1.498 -0.218 -0.397
H 0.388 -2.306 -1.159
O -2.193 -0.809 0.912
H -2.101 2.187 -0.004

Values from the calculation:
highest occupied orbital energy	-9.9	eV
lowest unoccupied orbital energy	-0.38	eV
2S+1	1
charge	0

---

*B*
Formula: C4H5NO2S
Source: the Open Molecules 2025 dataset
Level of theory: wB97M-V/def2-TZVPD

Atoms and positions in Å:
C -0.146 1.385 0.646
H -0.208 -2.179 -0.359
C 1.289 -0.648 0.019
O -1.967 -0.604 1.045
C 0.075 -1.179 -0.664
C 1.086 0.795 0.256
H -0.328 1.416 1.714
H -0.400 2.314 0.147
S -1.260 -0.015 -0.056
H 1.832 -1.261 0.723
O -2.033 0.517 -1.139
H 0.081 -1.070 -1.745
N 1.979 0.529 -0.588

Values from the calculation:
SMILES string	O=S1(=O)CC2=N[C@@H]2C1
highest occupied orbital energy	-10.1	eV
lowest unoccupied orbital energy	0.22	eV
2S+1	1
charge	0

---

It is *A* that is the most stable of them.

---

*A*
Formula: C4H5NO2S
Source: the Open Molecules 2025 dataset
Level of theory: wB97M-V/def2-TZVPD

Atoms and positions in Å:
O -0.158 -1.491 -0.597
H -0.695 1.526 -1.475
H -0.385 0.780 1.669
O 2.854 0.079 0.177
S -0.335 2.060 -0.318
N -1.518 -1.295 -0.399
H 1.763 -0.065 -1.547
C -0.425 0.494 0.632
C 0.570 -0.615 0.272
H -2.690 0.093 0.535
C 1.837 -0.160 -0.432
C -1.689 -0.238 0.307
H 0.871 -1.167 1.176

Values from the calculation:
SMILES string	O=C[C@@H]1ON=C[C@@H]1S
highest occupied orbital energy	-9.9	eV
lowest unoccupied orbital energy	0.53	eV
2S+1	1
charge	0

---

*B*
Formula: C4H5NO2S
Source: the Open Molecules 2025 dataset
Level of theory: wB97M-V/def2-TZVPD

Atoms and positions in Å:
H 1.504 -0.311 -2.261
C -1.546 -1.114 -0.044
C 1.932 0.740 -0.990
O 2.894 1.001 -1.629
C -1.052 -0.123 0.873
O 1.062 -0.102 -1.411
S -1.328 1.550 0.110
C -0.348 -0.525 1.887
H 1.614 1.174 0.053
H -0.073 0.232 2.602
H -2.135 0.901 -0.689
H -0.399 -1.571 2.155
N -2.126 -1.848 -0.656

Values from the calculation:
SMILES string	C=C(S)C#N.O=CO
highest occupied orbital energy	-9.9	eV
lowest unoccupied orbital energy	0.27	eV
2S+1	1
charge	0

---

It is *B* that is the most stable of them.

---

*A*
Formula: CHO5S
Source: the Open Molecules 2025 dataset
Level of theory: wB97M-V/def2-TZVPD

Atoms and positions in Å:
O 0.536 1.183 1.038
O 0.187 -1.153 -1.582
C -0.309 0.743 0.042
O 1.346 -1.189 0.614
S 0.128 -1.206 -0.156
O -0.887 -2.085 0.400
O 0.882 1.232 -0.398
H -1.884 2.474 0.043

Values from the calculation:
highest occupied orbital energy (spin up / spin down)	-5.8 / -4.7	eV
lowest unoccupied orbital energy (spin up / spin down)	2.84 / 2.75	eV
2S+1	1
charge	-1

---

*B*
Formula: CHO5S
Source: the Open Molecules 2025 dataset
Level of theory: wB97M-V/def2-TZVPD

Atoms and positions in Å:
O 1.987 0.883 -0.040
S -0.456 -0.411 -1.230
O -0.257 0.114 0.366
H -1.604 -1.000 0.204
O 0.996 1.708 1.680
O 0.191 -1.734 -1.025
C 1.038 1.030 0.691
O -1.896 -0.590 -0.645

Values from the calculation:
highest occupied orbital energy	-4.9	eV
lowest unoccupied orbital energy	3.43	eV
2S+1	1
charge	-1

---

It is *B* that is the most stable of them.

---

*A*
Formula: CHO5S
Source: the Open Molecules 2025 dataset
Level of theory: wB97M-V/def2-TZVPD

Atoms and positions in Å:
O 1.647 0.789 0.032
S 0.933 -0.426 -0.053
H -1.470 -0.696 0.523
C -0.775 0.156 0.069
O 0.897 -1.032 -1.371
O -1.091 1.393 0.505
O 1.034 -1.262 1.132
O -1.175 1.077 -0.837

Values from the calculation:
SMILES string	O=S(=O)([O-])C1OO1
highest occupied orbital energy	-5.4	eV
lowest unoccupied orbital energy	4.14	eV
2S+1	1
charge	-1

---

*B*
Formula: CHO5S
Source: the Open Molecules 2025 dataset
Level of theory: wB97M-V/def2-TZVPD

Atoms and positions in Å:
O 0.671 0.164 -2.138
O 0.896 1.230 0.114
H -0.880 0.843 1.034
O 2.146 -0.796 -0.437
C -1.163 -0.151 0.878
O -2.202 -0.598 1.347
S 0.979 0.050 -0.719
O -0.448 -0.743 -0.079

Values from the calculation:
SMILES string	O=COS(=O)(=O)[O-]
highest occupied orbital energy	-6.0	eV
lowest unoccupied orbital energy	4.08	eV
2S+1	1
charge	-1

---

*C*
Formula: CHO5S
Source: the Open Molecules 2025 dataset
Level of theory: wB97M-V/def2-TZVPD

Atoms and positions in Å:
H 0.415 0.675 0.794
O 0.753 0.337 -1.941
C -0.579 0.789 0.267
O -3.093 -0.677 1.491
O -1.709 0.276 0.314
S 0.299 1.580 -1.303
O -0.687 2.363 -1.988
O 1.369 2.312 -0.600

Values from the calculation:
highest occupied orbital energy (spin up / spin down)	-5.3 / -5.3	eV
lowest unoccupied orbital energy (spin up / spin down)	1.71 / 2.03	eV
2S+1	1
charge	-1

---

It is *B* that is the most stable of them.